Computed, not measured: a 2-piece molecular cluster, C4H13BN2 overall in a non-equilibrium geometry, with ωB97M-V with the def2-TZVPD basis set.

Last column: Löwdin charge in e.
Positions of all 20 atoms, in Å:
H1 2.78774 1.08511 -1.61501  0.111
H2 -1.58487 -1.04169 2.33129  0.082
H3 0.22117 -1.54485 -2.03181  0.108
B1 0.66845 0.82165 -0.06555  0.050
N1 1.22205 -0.20364 -0.82861  -0.192
C1 -1.04870 -0.11577 2.14264  -0.191
H4 3.10828 -0.70277 -1.34978  0.102
H5 2.07649 -0.02749 -2.62950  0.057
C2 0.57696 -1.43744 -0.99351  -0.095
H6 1.20475 -2.29884 -0.76286  0.097
H7 -1.94776 1.91136 1.16246  0.098
C3 2.36616 0.04462 -1.64983  -0.073
N2 -1.17914 0.01428 0.74194  -0.245
H8 0.00864 -0.23873 2.45294  0.086
H9 -2.38619 1.17392 -0.55581  0.091
H10 0.95234 1.87466 0.11508  0.035
H11 -1.48571 0.71815 2.59238  0.038
H12 -0.26862 -1.52652 -0.38794  0.045
H13 -3.15283 0.54247 0.80015  0.086
C4 -2.13921 0.95154 0.53134  -0.289

Force components x, y, z for each atom (eV/Å):
-0.4533 -0.9432 0.7348
-0.2146 -0.1145 1.1361
0.2417 -0.0839 0.0961
-3.5567 -4.8299 0.2434
-0.7803 3.3693 1.8290
1.6694 -2.2967 -0.0604
0.3333 0.2689 -0.5802
-0.4807 -0.7983 -2.7255
0.2338 -1.9920 -1.7277
0.4575 0.0467 -0.1367
-0.7162 -0.8789 -1.1961
1.6335 0.7213 1.7739
5.3475 0.6069 -2.6063
-0.5823 -0.0313 0.1053
0.9496 0.1679 0.9859
0.6231 2.2096 0.4580
-0.5840 1.2484 1.5704
-1.2067 0.2443 0.9768
0.4744 0.3461 0.5449
-3.3892 2.7394 -1.4217

Output
gap between HOMO and LUMO: 8.16 eV
largest force on an atom: 0.117 hartree/bohr
energy relative to the best compared isomer or geometry (same formula, charge and spin): 3.521 eV
E: -294.4549 a.u.
HOMO energy: -7.43 eV
LUMO: 0.73 eV